No. 1
Entry from OMol25: C52H47Cl3Ge2NO3Pd as an isolated structure (ωB97M-V/def2-TZVPD).

Last column: Löwdin charge in e.
Cartesian coordinates (Å):
Pd1 -1.42 -1.12 0.49  0.841
Cl1 -6.14 -1.39 -2.75  0.684
C1 -5.67 -0.27 -1.48  -1.607
Cl2 -6.08 1.40 -1.91  0.662
Cl3 -6.41 -0.71 0.07  0.652
C2 -4.22 -0.34 -1.29  -0.354
N1 -3.09 -0.40 -1.11  0.212
C3 -2.87 -5.07 -1.63  -0.056
C4 -3.13 -3.64 -1.23  -0.290
O1 -2.23 -3.22 -0.19  -0.186
H1 -3.57 -5.38 -2.40  0.088
H2 -2.97 -5.74 -0.77  0.083
H3 -1.86 -5.19 -2.03  0.088
H4 -4.13 -3.52 -0.82  0.110
H5 -3.02 -2.97 -2.09  0.098
H6 -1.33 -3.45 -0.48  0.070
C5 -3.93 -1.85 2.94  -0.205
Ge1 -2.00 -1.63 2.80  0.984
C6 -1.29 -0.59 4.29  -0.303
C7 -0.58 -1.30 5.26  -0.099
C8 -0.10 -0.67 6.39  -0.059
C9 -0.32 0.69 6.58  -0.066
C10 -1.03 1.41 5.63  -0.078
C11 -1.51 0.77 4.50  -0.115
C12 -1.04 -3.30 2.58  -0.277
C13 -1.77 -4.46 2.60  -0.099
C14 -1.15 -5.71 2.41  -0.052
C15 0.19 -5.78 2.16  -0.001
C16 0.98 -4.61 2.11  -0.151
C17 2.37 -4.67 1.83  -0.010
C18 3.13 -3.53 1.80  -0.054
C19 2.53 -2.28 2.06  -0.060
C20 1.20 -2.19 2.33  -0.070
C21 0.37 -3.35 2.34  -0.185
H7 -4.11 -2.54 3.76  0.043
H8 -4.36 -2.26 2.03  0.008
H9 -4.41 -0.90 3.18  0.021
H10 -0.39 -2.36 5.13  0.105
H11 0.45 -1.23 7.14  0.115
H12 0.06 1.18 7.47  0.113
H13 -1.23 2.46 5.79  0.106
H14 -2.09 1.35 3.78  0.082
H15 -2.84 -4.44 2.74  0.102
H16 -1.74 -6.62 2.46  0.115
H17 0.67 -6.73 1.99  0.124
H18 2.82 -5.64 1.66  0.122
H19 4.19 -3.59 1.59  0.112
H20 3.15 -1.39 2.06  0.089
H21 0.76 -1.23 2.58  0.069
O2 1.72 -0.70 -1.72  -0.056
C22 0.58 -1.21 -1.87  -0.618
O3 0.03 -1.97 -1.02  -0.098
C23 -0.14 -0.87 -3.16  -0.154
C24 0.08 0.58 -3.57  -0.224
Ge2 1.82 1.35 -3.03  1.019
C25 1.64 3.26 -3.60  -0.262
C26 0.88 3.59 -4.73  -0.104
C27 0.72 4.90 -5.13  -0.074
C28 1.31 5.93 -4.41  -0.076
C29 2.08 5.63 -3.30  -0.083
C30 2.23 4.31 -2.90  -0.133
C31 3.45 0.70 -3.85  -0.272
C32 4.68 1.25 -3.50  -0.117
C33 5.84 0.85 -4.13  -0.072
C34 5.78 -0.10 -5.14  -0.069
C35 4.56 -0.65 -5.51  -0.068
C36 3.40 -0.25 -4.86  -0.092
C37 2.11 1.73 -1.06  -0.203
C38 3.15 1.03 -0.43  0.038
C39 3.73 1.18 0.85  -0.030
C40 3.26 1.96 1.85  0.033
C41 2.05 2.82 1.89  -0.069
C42 1.12 2.43 -0.46  0.055
H22 -1.20 -1.11 -3.05  0.089
H23 0.26 -1.55 -3.92  0.125
H24 -0.69 1.23 -3.16  0.073
H25 0.03 0.69 -4.66  0.071
H26 0.42 2.81 -5.33  0.093
H27 0.14 5.12 -6.02  0.109
H28 1.18 6.96 -4.73  0.109
H29 2.57 6.42 -2.75  0.104
H30 2.86 4.10 -2.04  0.088
H31 4.74 2.03 -2.74  0.098
H32 6.79 1.29 -3.85  0.109
H33 6.69 -0.41 -5.65  0.111
H34 4.52 -1.39 -6.30  0.110
H35 2.46 -0.70 -5.15  0.100
H36 3.65 0.30 -1.07  0.115
H37 4.63 0.62 1.04  0.127
H38 3.86 2.01 2.75  0.137
H39 1.74 2.93 2.93  0.147
H40 0.40 2.94 -1.09  0.136
C43 -3.85 3.90 1.55  -0.016
C44 -4.26 2.55 1.51  0.017
C45 -3.36 1.52 1.37  -0.050
C46 -1.98 1.77 1.27  -0.144
C47 -1.01 0.70 1.18  -0.204
C48 0.30 1.03 1.19  0.001
C49 0.81 2.43 1.06  -0.370
C50 -0.23 3.45 1.25  0.128
C51 -1.56 3.15 1.32  -0.119
C52 -2.53 4.20 1.46  0.033
H41 -4.59 4.68 1.66  0.127
H42 -5.31 2.32 1.59  0.125
H43 -3.71 0.49 1.35  0.066
H44 1.06 0.25 1.13  0.105
H45 2.38 3.82 1.58  0.161
H46 0.08 4.49 1.29  0.159
H47 -2.18 5.22 1.50  0.135

## Properties
Orbital gap (alpha / beta): 4.8 / 4.7 eV
Multiplicity: 2
Highest occupied orbital energy (alpha / beta): -12.544 / -12.531 eV
Charge: +2

No. 2
Entry from OMol25: one molecule with the formula C2H3NOS2 (ωB97M-V/def2-TZVPD).

Last column: Löwdin charge in e.
Cartesian coordinates (Å):
C1 -0.53 0.64 -0.05  -0.624
C2 -1.27 -0.69 -0.03  -0.555
H1 2.34 -0.81 1.00  -0.151
H2 1.28 1.48 -0.12  0.074
H3 -0.70 -1.58 -0.02  0.005
N1 0.85 0.59 -0.15  -0.366
O1 -1.01 1.73 -0.18  0.051
S1 1.93 -0.70 -0.26  0.785
S2 -2.88 -0.65 -0.19  0.780

## Properties
Orbital gap: 7.9 eV
Multiplicity: 1
Highest occupied orbital energy: -9.235 eV
Structure (SMILES): O=C(C=S)NS

Calculated total energy, record by record: -7951.8043; -1004.3346 a.u.
ΔE to the lowest compared entry with this formula, charge and spin, record by record: 0.0; 33.2 kcal/mol